Molecular formula: C36H35BaBr2N2O2P
Method: DFT, ωB97M-V/def2-TZVPD

CARTESIAN COORDINATES (ANGSTROEM)
Ba  -0.30  0.23  0.03
C  0.54  -1.64  -4.21
C  -0.79  -1.67  -4.89
C  -0.96  -2.41  -6.06
C  -2.17  -2.43  -6.74
C  -3.23  -1.68  -6.26
C  -3.08  -0.94  -5.09
C  -1.87  -0.92  -4.40
P  -1.58  0.10  -2.89
C  -3.27  0.62  -2.37
C  -4.16  -0.45  -2.17
C  -5.40  -0.28  -1.59
C  -5.79  0.99  -1.18
C  -4.91  2.05  -1.34
C  -3.65  1.89  -1.91
C  -2.75  3.11  -1.98
C  -0.79  1.54  -3.70
C  -1.40  2.11  -4.82
C  -0.94  3.29  -5.36
C  0.13  3.93  -4.75
C  0.77  3.36  -3.67
C  0.37  2.12  -3.13
C  1.13  1.50  -2.05
H  1.24  -2.34  -4.67
H  0.45  -1.90  -3.15
H  0.98  -0.64  -4.27
H  -0.13  -2.99  -6.44
H  -2.27  -3.01  -7.64
H  -4.18  -1.68  -6.78
H  -3.92  -0.35  -4.74
H  -3.87  -1.44  -2.49
H  -6.06  -1.13  -1.46
H  -6.75  1.14  -0.71
H  -5.22  3.03  -1.00
H  -3.18  3.93  -1.41
H  -2.61  3.44  -3.01
H  -1.76  2.88  -1.58
H  -2.27  1.63  -5.25
H  -1.42  3.72  -6.24
H  0.50  4.87  -5.15
H  1.63  3.86  -3.24
H  1.98  2.13  -1.76
H  1.53  0.52  -2.35
Br  -0.18  -1.56  4.72
C  -1.14  -2.46  3.35
C  -2.03  -3.47  3.71
C  -2.74  -4.14  2.75
Br  -3.96  -5.49  3.29
C  -2.56  -3.83  1.38
C  -3.20  -4.51  0.32
C  -2.94  -4.15  -0.97
C  -2.04  -3.10  -1.22
N  -1.43  -2.44  -0.26
C  -1.65  -2.79  1.03
C  -0.92  -2.06  2.04
O  -0.12  -1.10  1.71
H  -2.17  -3.72  4.76
H  -3.89  -5.31  0.55
H  -3.41  -4.66  -1.80
H  -1.81  -2.80  -2.23
O  1.62  1.46  1.62
C  2.02  2.61  1.77
C  3.28  2.93  2.56
C  4.42  3.56  1.72
C  4.06  3.79  0.25
C  3.11  4.97  0.04
C  1.99  4.99  1.08
N  1.38  3.68  1.24
H  3.60  1.99  3.00
H  2.99  3.59  3.38
H  5.28  2.90  1.76
H  4.73  4.51  2.16
H  3.61  2.88  -0.16
H  4.97  3.97  -0.33
H  2.68  4.91  -0.96
H  3.66  5.92  0.10
H  1.21  5.69  0.79
H  2.37  5.31  2.05
H  0.63  3.44  0.60

Molar mass (g/mol): 855.80
Relative energy (zero: lowest compared OMol25 entry of this formula, charge and spin) (kJ/mol): 136.3
Multiplicity: 1

---

Molecular formula: C22H25N3O5S
Method: DFT, ωB97M-V/def2-TZVPD

CARTESIAN COORDINATES (ANGSTROEM)
C  3.08  9.01  -3.47
O  2.98  8.83  -2.08
C  2.50  7.64  -1.61
C  2.07  6.59  -2.40
C  1.59  5.42  -1.82
C  1.53  5.29  -0.43
N  1.02  4.12  0.14
C  0.21  3.20  -0.63
C  -0.42  2.26  0.41
C  -0.59  0.84  -0.13
O  -0.14  0.48  -1.19
N  -1.27  0.05  0.75
C  -1.59  -1.31  0.64
C  -1.29  -2.06  -0.50
C  -1.64  -3.40  -0.54
C  -2.27  -3.98  0.54
S  -2.68  -5.72  0.45
O  -3.35  -6.09  1.67
O  -3.34  -5.99  -0.80
N  -1.13  -6.36  0.36
C  -1.00  -7.60  -0.40
C  -0.96  -8.70  0.66
C  -0.10  -8.04  1.75
C  -0.50  -6.56  1.66
C  -2.57  -3.25  1.67
C  -2.23  -1.91  1.72
C  0.58  2.32  1.56
C  1.28  3.67  1.40
O  1.95  4.20  2.25
C  1.96  6.36  0.36
C  2.43  7.51  -0.22
H  2.11  8.95  -3.96
H  3.50  10.00  -3.61
H  3.76  8.27  -3.92
H  2.10  6.64  -3.48
H  1.28  4.62  -2.46
H  0.82  2.61  -1.32
H  -0.54  3.75  -1.20
H  -1.39  2.65  0.73
H  -1.57  0.48  1.61
H  -0.80  -1.59  -1.34
H  -1.43  -4.00  -1.41
H  -0.07  -7.56  -0.97
H  -1.84  -7.67  -1.09
H  -1.96  -8.89  1.03
H  -0.53  -9.62  0.29
H  -0.29  -8.46  2.73
H  0.96  -8.16  1.51
H  0.37  -5.89  1.75
H  -1.22  -6.30  2.44
H  -3.07  -3.73  2.49
H  -2.46  -1.33  2.60
H  1.34  1.54  1.47
H  0.14  2.24  2.55
H  1.92  6.28  1.43
H  2.77  8.34  0.38

Molar mass (g/mol): 443.53
Relative energy (zero: lowest compared OMol25 entry of this formula, charge and spin) (kJ/mol): 227.4
Multiplicity: 1

---

Molecular formula: C24H26Cl2PPdSi
Method: DFT, ωB97M-V/def2-TZVPD

CARTESIAN COORDINATES (ANGSTROEM)
Pd  1.12  -0.76  1.13
Cl  1.91  -2.98  -0.26
C  2.27  -3.77  1.23
Cl  2.37  -2.55  2.59
H  3.26  -4.19  1.25
H  1.48  -4.48  1.43
C  4.93  2.88  1.60
C  4.44  1.67  2.12
C  3.19  1.21  1.72
C  2.44  1.93  0.76
C  2.93  3.12  0.27
C  4.10  3.64  0.76
P  0.96  1.13  0.05
C  -0.56  1.90  0.39
C  -1.25  2.67  -0.52
C  -2.67  2.47  -0.59
C  -3.35  1.52  0.12
C  -2.77  0.76  1.23
C  -1.28  1.24  1.49
C  1.01  0.99  -1.72
C  -0.16  0.73  -2.49
C  -0.11  0.62  -3.86
C  1.12  0.40  -4.50
C  2.27  0.47  -3.66
C  2.24  0.88  -2.35
H  5.90  3.25  1.88
H  4.98  1.09  2.85
H  2.73  0.33  2.22
H  2.39  3.68  -0.50
H  4.48  4.60  0.45
H  -0.70  3.33  -1.23
H  -3.22  3.09  -1.26
H  -4.40  1.32  -0.12
H  -3.33  0.75  2.18
H  -1.21  1.74  2.47
H  -1.11  0.58  -2.02
H  -1.04  0.54  -4.46
H  1.18  0.25  -5.54
H  3.26  0.20  -4.04
H  3.15  1.16  -1.81
C  -1.40  -3.42  0.28
Si  -2.78  -2.34  0.74
C  -3.74  -2.93  2.25
C  -4.06  -1.96  -0.60
C  -2.06  -0.69  1.12
C  -0.79  -0.27  1.39
H  -1.72  -4.45  -0.03
H  -0.70  -3.52  1.05
H  -0.89  -2.94  -0.56
H  -3.99  -3.98  2.08
H  -4.67  -2.37  2.43
H  -3.11  -2.89  3.15
H  -4.55  -2.90  -0.97
H  -3.58  -1.43  -1.41
H  -4.85  -1.37  -0.17

Molar mass (g/mol): 550.86
Relative energy (zero: lowest compared OMol25 entry of this formula, charge and spin) (kJ/mol): 188.4
Multiplicity: 1
Total charge: -1

---

Molecular formula: C28H45N11ReS2
Method: DFT, ωB97M-V/def2-TZVPD

CARTESIAN COORDINATES (ANGSTROEM)
Re  -0.56  -0.23  -0.55
C  1.24  0.07  3.26
N  -0.14  -0.24  3.46
C  -0.45  -0.34  4.92
C  -1.09  -0.25  2.53
N  -0.88  0.52  1.37
C  -0.69  1.96  1.60
C  -1.55  2.63  2.43
C  -1.40  4.00  2.79
C  -0.26  4.69  2.38
C  0.73  3.98  1.59
C  1.99  4.64  1.25
C  2.88  4.04  0.48
C  2.54  2.83  -0.13
C  1.36  2.13  0.16
N  0.86  1.20  -0.77
C  0.95  1.23  -2.12
N  1.35  2.18  -2.92
C  1.79  1.92  -4.30
C  1.30  3.61  -2.53
N  0.41  -0.05  -2.57
C  -0.61  0.16  -3.65
C  1.35  -1.10  -3.03
C  0.45  2.68  1.13
N  -2.18  -1.01  2.65
C  -2.35  -2.14  3.55
C  -3.42  -0.76  1.92
H  1.43  1.06  3.67
H  1.57  0.04  2.18
H  1.83  -0.63  3.78
H  0.11  0.44  5.52
H  -0.20  -1.35  5.34
H  -1.48  -0.03  5.21
H  -2.46  2.12  2.80
H  -2.15  4.53  3.38
H  -0.20  5.69  2.57
H  2.18  5.67  1.69
H  3.75  4.57  0.17
H  3.14  2.41  -0.86
H  2.03  0.91  -4.44
H  2.69  2.52  -4.50
H  1.00  2.22  -4.98
H  0.58  3.73  -1.69
H  0.91  4.22  -3.40
H  2.29  4.07  -2.24
H  -0.14  0.24  -4.66
H  -1.12  1.07  -3.44
H  -1.18  -0.75  -3.56
H  2.00  -1.45  -2.26
H  1.93  -0.76  -3.87
H  0.73  -1.91  -3.41
H  -1.42  -2.55  3.86
H  -2.97  -2.85  2.96
H  -2.94  -1.87  4.40
H  -3.34  0.19  1.31
H  -4.19  -0.76  2.68
H  -3.58  -1.57  1.21
C  2.14  -4.65  0.55
N  2.73  -3.39  0.48
C  4.19  -3.10  0.56
C  4.38  -1.66  -0.05
N  3.00  -1.20  0.03
C  2.14  -2.21  0.24
S  0.42  -2.13  0.18
H  2.40  -5.23  -0.32
H  0.99  -4.63  0.73
H  2.52  -5.22  1.34
H  4.84  -3.89  0.13
H  4.39  -3.00  1.61
H  4.79  -1.50  -1.02
H  4.99  -1.12  0.76
H  2.72  -0.25  -0.03
C  -2.94  -4.01  -2.89
C  -3.12  -3.36  -1.50
C  -3.22  -1.89  -1.58
N  -2.35  -1.09  -1.10
N  -2.59  0.30  -1.22
C  -3.77  0.50  -1.78
N  -4.33  1.69  -1.80
S  -4.49  -0.98  -2.25
H  -2.98  -5.07  -2.88
H  -2.08  -3.71  -3.37
H  -3.79  -3.73  -3.54
H  -2.30  -3.54  -0.84
H  -4.00  -3.81  -1.08
H  -3.84  2.43  -1.34
H  -5.22  1.89  -2.35

Molar mass (g/mol): 786.09
<S²>: 3.77
DFT total energy (eV): -69918.8574
Multiplicity: 4
Total charge: +4

---

Molecular formula: C22H34F2NO7
Method: DFT, ωB97M-V/def2-TZVPD

CARTESIAN COORDINATES (ANGSTROEM)
C  3.69  -0.93  1.91
O  3.66  0.38  2.57
C  5.02  0.70  2.98
C  5.66  1.97  2.25
C  4.90  3.36  2.52
C  3.69  3.69  1.53
C  3.91  3.29  -0.01
C  2.78  2.21  -0.39
C  3.18  1.21  -1.58
C  1.90  0.37  -2.15
C  0.92  -0.14  -0.95
N  -0.19  0.86  -0.77
C  -1.36  0.34  0.02
C  -2.71  1.12  -0.22
C  -4.03  0.80  0.51
C  -3.98  -0.38  1.55
C  -2.65  -1.16  1.79
C  -1.31  -0.82  1.03
H  4.31  -0.84  0.94
H  2.62  -1.27  1.67
H  4.15  -1.75  2.57
H  5.14  0.75  4.13
H  5.68  -0.21  2.67
H  5.82  1.70  1.16
H  6.73  2.10  2.70
H  4.44  3.27  3.58
H  5.59  4.27  2.56
H  3.48  4.83  1.61
H  2.74  3.18  1.94
H  4.97  3.01  -0.30
H  3.66  4.24  -0.63
H  1.87  2.82  -0.77
H  2.51  1.57  0.53
H  3.97  0.43  -1.28
H  3.58  1.80  -2.49
H  1.35  1.08  -2.87
H  2.29  -0.50  -2.79
H  1.49  -0.39  0.01
H  0.44  -1.11  -1.36
H  -0.58  1.17  -1.69
H  0.11  1.74  -0.29
H  -2.73  1.99  -0.98
H  -4.95  1.43  0.30
H  -4.96  -0.59  2.11
H  -2.68  -2.00  2.57
H  -0.34  -1.38  1.22
C  -9.41  -1.65  1.14
C  -8.13  -2.42  1.06
O  -7.17  -1.51  1.58
C  -7.86  -0.73  2.45
O  -7.34  -0.03  3.28
O  -9.21  -0.84  2.29
F  -7.80  -2.70  -0.23
H  -9.57  -1.01  0.26
H  -10.28  -2.30  1.26
H  -8.12  -3.34  1.65
C  -0.86  -3.08  -4.29
C  0.20  -3.00  -5.34
O  1.40  -2.90  -4.58
C  1.14  -3.56  -3.42
O  1.99  -3.91  -2.65
O  -0.19  -3.77  -3.24
F  0.07  -1.87  -6.08
H  -1.18  -2.10  -3.94
H  -1.73  -3.64  -4.63
H  0.26  -3.87  -6.00

Molar mass (g/mol): 462.51
DFT total energy (eV): -44610.2090
Multiplicity: 1
Total charge: +1

---

Molecular formula: C11H14Si
Method: DFT, ωB97M-V/def2-TZVPD

CARTESIAN COORDINATES (ANGSTROEM)
C  -3.63  0.47  0.16
C  -3.39  -0.92  -0.12
C  -2.64  1.38  0.07
C  -2.11  -1.32  -0.34
C  -1.26  0.94  -0.15
C  -1.04  -0.42  -0.38
C  -0.18  1.84  -0.10
C  1.26  1.02  -0.22
C  2.62  1.65  -0.03
C  2.13  -1.35  -1.47
C  1.13  -1.34  1.64
Si  0.85  -0.76  -0.15
H  -4.55  0.85  0.66
H  -4.06  -1.71  -0.07
H  -2.94  2.41  0.41
H  -1.81  -2.38  -0.61
H  -0.28  2.86  -0.23
H  2.57  2.74  -0.28
H  3.24  1.13  -0.65
H  2.88  1.62  1.05
H  2.42  -2.42  -1.39
H  2.06  -1.01  -2.52
H  3.15  -0.91  -1.28
H  2.15  -1.59  1.89
H  0.84  -0.49  2.35
H  0.59  -2.28  1.76

Molar mass (g/mol): 174.32
Relative energy (zero: lowest compared OMol25 entry of this formula, charge and spin) (kJ/mol): 0.0
<S²>: 2.04
Multiplicity: 3